[1]
Below is C11H25ClI2N3OP2W as an isolated structure at a distorted geometry, with properties calculated with ωB97M-V/def2-TZVPD.

XYZ file:
```
46
Properties=species:S:1:pos:R:3:forces:R:3:mulliken_charge:R:1
I 1.363713 -5.099215 -1.154869 -1.56 0.09 0.94 0.1736
I -1.124008 -4.334219 0.135101 1.92 0.56 -1.13 0.1663
W 0.526484 -0.820383 -0.214697 -0.85 -1.18 0.09 0.0751
P 1.016385 -1.181826 2.158661 -0.18 -0.49 1.85 0.8269
C -0.375909 -0.883769 3.328800 0.08 -0.10 -0.16 -1.0901
C 1.609500 -2.894021 2.367049 -0.01 -0.03 0.19 -0.8127
H 1.907108 -3.056753 3.415983 -0.05 -0.04 -0.40 0.4494
H 2.636090 -0.224575 3.698944 -0.05 0.02 -0.23 0.4712
H 2.462134 -3.061915 1.692722 -0.16 0.04 0.35 0.3165
H 3.212303 -0.169849 2.001603 -0.08 -0.02 0.21 0.3437
H -1.205778 -1.559139 3.063230 0.24 0.30 0.16 0.3373
H 0.809288 -3.599231 2.082239 0.39 0.37 0.35 0.1864
C 2.343431 -0.041413 2.656869 0.08 0.02 -0.06 -1.1729
H -0.084874 -1.059796 4.382577 -0.01 0.06 -0.58 0.4865
H 1.982726 0.990216 2.565301 0.06 -0.15 0.10 0.3330
H -0.708116 0.164380 3.219417 0.11 -0.45 0.09 0.2791
P 0.157949 -0.674907 -2.635659 -0.95 -0.17 -1.84 0.8524
C -1.549459 -0.191727 -3.144503 0.11 -0.13 0.11 -1.1327
C 1.268668 0.573118 -3.355686 0.11 0.07 0.10 -1.1693
H 1.602852 -2.554308 -3.104869 -0.31 0.16 -0.24 0.2895
H 0.495026 -2.217036 -4.488244 0.03 -0.06 0.35 0.4494
H -0.094395 -3.070021 -3.014038 0.10 0.34 -0.22 0.3105
C 0.576100 -2.283265 -3.391579 -0.03 0.07 -0.17 -0.9418
H 2.306587 0.335871 -3.099468 -0.12 0.02 -0.16 0.3527
H 1.154484 0.604013 -4.446684 0.01 -0.06 0.22 0.4761
H -1.654063 -0.101477 -4.243583 0.20 -0.09 0.56 0.4758
H -1.790621 0.781899 -2.682474 0.07 -0.38 -0.22 0.2847
H 1.025214 1.559372 -2.945327 0.00 -0.12 -0.15 0.3454
H -2.260558 -0.948761 -2.772766 0.23 0.31 -0.17 0.3740
Cl 2.705876 -1.490504 -0.691881 -1.56 1.11 0.45 -0.1689
C -3.660762 2.073301 1.158757 -0.93 0.06 0.27 -0.8882
N -2.275598 2.153476 0.781534 0.43 0.17 -0.11 0.0282
C -1.677910 3.379814 0.749430 -1.19 -1.14 0.16 0.0170
C -0.385356 3.477787 0.398352 1.19 1.61 -0.16 -1.1380
C 0.302700 2.310967 0.113592 0.89 -1.65 -0.32 0.9833
N -0.316645 1.086939 0.155013 0.28 -0.02 -0.04 0.0941
C -1.655417 0.964252 0.467804 -0.14 0.49 0.09 0.1925
O -2.234269 -0.128329 0.469079 1.71 0.23 -0.33 -0.5974
N 1.597080 2.174825 -0.221411 -0.89 -0.24 0.23 -0.0450
H -3.738312 1.481735 2.071867 -0.32 -0.04 -0.20 0.3344
H -4.223710 1.651762 0.325926 -0.19 -0.07 0.31 0.3330
H -3.974897 3.096685 1.350667 -0.37 -0.22 0.06 0.3367
H -2.371357 4.185266 1.030605 0.79 -0.10 -0.23 0.4399
H 0.118587 4.449625 0.363414 -0.20 -0.45 0.01 0.5074
H 2.237583 2.928948 -0.321848 0.48 0.57 -0.02 0.2535
H 1.944145 1.222192 -0.274947 0.64 0.73 -0.09 -0.0186
```
Forces are in eV/Å.

Net charge: +3
HOMO level (alpha / beta): -18.358 / -18.464 eV
LUMO (alpha / beta): -13.721 / -12.384 eV
Multiplicity: 3

---

[2]
Below is a 2-piece molecular cluster, CH4N2O overall at a distorted geometry, with properties calculated with ωB97M-V/def2-TZVPD.

XYZ file:
```
8
Properties=species:S:1:pos:R:3:forces:R:3:mulliken_charge:R:1
C 0.319821 -0.037276 0.214107 0.42 5.71 3.18 0.1110
N -0.824277 -0.728940 0.492689 -1.00 -1.69 0.16 -0.3607
N -0.736337 0.272401 -0.621076 -1.51 -1.16 -1.77 -0.4153
O 1.555378 -0.368831 -0.183806 0.41 0.59 -1.57 -0.3811
H 0.254742 1.291970 1.297668 0.82 -3.07 -2.03 0.1575
H -1.005331 -1.667191 0.107600 0.88 0.50 -0.06 0.2502
H -1.439989 0.967638 -0.392192 0.97 0.50 0.32 0.3057
H 1.875993 0.270226 -0.914991 -1.01 -1.38 1.78 0.3327
```
Forces are in eV/Å.

Net charge: 0
HOMO level: -9.170 eV
LUMO: 0.832 eV
Multiplicity: 1

---

Calculated values (eV) of E_tot for the records, taken in order: -67430.71036, -6124.52065.
Calculated values (eV) of relative energy (zero: lowest compared OMol25 entry of this formula, charge and spin) for the records, taken in order: 0.2674, 5.9870.